Density functional theory data (the ωB97M-V functional and the def2-TZVPD basis) for a structure of composition CH4N3P.

Summary:
Molecular weight: 89.04 g mol⁻¹
Orbital gap: 9.22 eV
Highest occupied orbital energy: -0.3342 Eh
Charge: 0
ΔE to the lowest compared entry with this formula, charge and spin: 81.2 kcal/mol
F_max: 0.105 Eh/bohr

```
9
Properties=species:S:1:pos:R:3:mulliken_charge:R:1
C -0.804 -0.759 -0.379 -0.571
N -1.590 0.345 -0.214 -0.116
N -1.159 1.436 0.042 -0.246
N 0.183 1.609 -0.080 -0.031
P 1.303 0.319 -0.313 -0.002
H -1.185 -1.629 -0.026 0.375
H -0.568 -0.928 -1.400 0.303
H 0.568 2.460 0.152 0.243
H 1.568 0.022 1.045 0.046
```